No. 1
The following is a quantum chemistry calculation of a molecular structure, C44H75F18N8O14S6 in a non-equilibrium geometry, from OMol25.

ORCA input file:
```
! RIJCOSX wB97M-V def2-TZVPD def2/J DEFGRID3
* xyz 1 1
C -0.4375 1.4548 -0.1470
C -0.4031 -0.0875 0.1317
C -0.9708 -0.4175 1.5553
O -0.6272 -0.9796 -0.9589
H 0.2117 1.9905 0.5456
H -1.3867 1.9864 -0.0789
H -0.1298 1.6351 -1.1771
H 0.6631 -0.1894 0.3341
H -2.0436 -0.2306 1.6032
H -0.5973 0.3694 2.2106
H -0.7644 -1.4468 1.8487
C -4.6143 4.1042 -0.1104
C -4.5615 3.6377 -1.5646
C -3.2680 2.7726 -1.8176
N -3.2747 2.1749 -3.2604
C -2.8602 3.3303 -4.2599
C -2.4902 2.7933 -5.6466
C -1.4834 1.6153 -5.6759
C -1.9270 0.4823 -4.7149
C -2.2400 0.9914 -3.2723
C -4.6146 1.5496 -3.6985
H -4.4934 3.2539 0.5608
H -5.5952 4.5287 0.1040
H -3.7791 4.7518 0.1563
H -4.5123 4.4730 -2.2632
H -5.4971 3.1344 -1.8086
H -3.3970 1.9965 -1.0632
H -2.3350 3.3222 -1.6929
H -2.0517 3.9592 -3.8871
H -3.6938 4.0324 -4.2475
H -2.0487 3.6693 -6.1216
H -3.4049 2.4837 -6.1521
H -0.4657 1.8775 -5.3864
H -1.2734 1.3071 -6.7000
H -1.1206 -0.2302 -4.5410
H -2.7269 -0.1106 -5.1584
H -1.3605 1.4531 -2.8236
H -2.6301 0.1549 -2.6925
H -4.5135 0.9314 -4.5905
H -5.2611 2.4238 -3.7761
H -4.9287 0.9090 -2.8745
C 3.0076 -3.6013 0.7125
C 3.5864 -3.2848 -0.6969
C 2.5280 -2.4427 -1.4821
N 3.1308 -1.4373 -2.5512
C 1.8648 -0.8747 -3.1346
C 2.1584 -0.0001 -4.3875
C 3.0464 -0.6889 -5.3215
C 4.3110 -1.2277 -4.7597
C 3.9636 -2.1980 -3.6276
C 3.8948 -0.3061 -1.8222
H 1.9280 -3.7470 0.7493
H 3.1312 -2.7377 1.3659
H 3.5140 -4.4154 1.2311
H 3.9445 -4.1693 -1.2237
H 4.4474 -2.6520 -0.4812
H 1.8566 -1.8421 -0.8684
H 1.9101 -3.1673 -2.0125
H 1.0677 -1.5873 -3.3464
H 1.4354 -0.1176 -2.4784
H 1.3027 0.5543 -4.7729
H 2.7995 0.8371 -4.1114
H 2.4516 -1.3640 -5.9368
H 3.4023 -0.0869 -6.1576
H 4.9440 -1.7464 -5.4796
H 5.0353 -0.4858 -4.4234
H 3.2392 -2.9223 -4.0001
H 4.7767 -2.8067 -3.2320
H 3.1940 0.1747 -1.1396
H 4.2069 0.4255 -2.5674
H 4.7671 -0.6825 -1.2880
C -9.7822 -2.6390 -4.7352
N -8.5226 -3.0827 -4.1557
C -8.2655 -4.3298 -3.7405
C -7.0617 -4.5011 -3.0489
C -6.1416 -3.5341 -2.7869
C -6.3652 -2.2879 -3.4254
C -7.6189 -2.1184 -4.1096
C -4.8261 -3.7245 -2.1009
C -4.3560 -2.7115 -1.2848
C -3.0924 -2.9054 -0.6624
N -2.3739 -4.0483 -0.8619
C -2.8465 -5.1116 -1.6564
C -4.0364 -4.8564 -2.3436
C -1.1552 -4.2608 0.0043
H -9.9404 -1.5723 -4.5758
H -10.4940 -3.2553 -4.1861
H -9.7209 -2.9347 -5.7825
H -8.9867 -5.0603 -4.0760
H -6.9589 -5.5598 -2.8620
H -5.6331 -1.4940 -3.4070
H -7.9659 -1.1562 -4.4562
H -4.9861 -1.8682 -1.0438
H -2.6579 -2.2157 0.0461
H -2.1341 -5.9166 -1.7605
H -4.2675 -5.6081 -3.0839
H -0.6006 -5.1430 -0.3155
H -1.6406 -4.4262 0.9661
H -0.5521 -3.3830 0.2363
C 3.6941 0.5381 5.1576
N 3.0364 -0.1433 3.8880
C 2.1249 -1.3532 4.0703
C 2.2620 1.0513 3.3150
C 4.2553 -0.4301 2.8702
C 5.2284 -1.3950 3.3777
O 4.6189 -2.6213 3.4720
H 4.1123 -0.2810 5.7427
H 2.9462 1.0545 5.7593
H 4.4302 1.2209 4.7331
H 2.6415 -1.9983 4.7810
H 1.9516 -1.6852 3.0467
H 1.1626 -1.1177 4.5249
H 1.7480 0.7833 2.3919
H 2.9744 1.8293 3.0407
H 1.6116 1.3493 4.1374
H 4.7316 0.5289 2.6665
H 3.7764 -0.6387 1.9135
H 5.6295 -1.1881 4.3699
H 5.9910 -1.3414 2.6008
H 5.2893 -3.2442 3.7620
C 7.2179 0.9367 0.2909
F 8.3806 0.7792 0.9708
F 7.4018 0.5304 -0.9972
F 6.2242 0.2682 0.9178
S 6.7102 2.7319 0.3016
O 6.2285 2.9537 1.6849
O 7.8257 3.4930 -0.1822
N 5.4020 2.6217 -0.8748
S 4.3108 3.5334 -0.3045
O 3.4624 2.8581 0.6841
O 4.6323 5.0026 -0.0744
C 3.0666 3.5202 -1.9280
F 3.6534 3.4834 -3.1310
F 2.1641 2.5502 -1.6645
F 2.3753 4.6673 -1.8135
C 2.3897 3.9959 6.7670
F 3.5678 3.4367 7.0746
F 1.4977 3.0142 6.5692
F 1.8869 4.6939 7.8508
S 2.5268 5.1886 5.1859
O 3.6363 6.0570 5.4900
O 2.7718 4.3209 4.0089
N 0.9920 6.1262 5.1468
S 0.0686 5.3776 4.2765
O 0.0657 3.9024 4.4532
O -1.2986 5.8652 4.2442
C 0.7286 5.6789 2.5111
F -0.1958 6.2954 1.8091
F 1.8109 6.4913 2.5575
F 0.9624 4.4718 1.9841
C 0.2892 -0.6060 7.8464
F -0.5010 0.2388 7.1961
F 1.4026 -0.8558 7.1329
F 0.6259 -0.2085 9.0767
S -0.6386 -2.2941 8.1046
O 0.1520 -2.9917 9.0745
O -2.0038 -1.9405 8.5388
N -0.5395 -2.9721 6.4958
S -1.8535 -2.7186 5.7766
O -3.0138 -3.4153 6.2875
O -1.9781 -1.2781 5.4596
C -1.4892 -3.4411 4.1076
F -0.3951 -2.8927 3.5630
F -1.1714 -4.7397 4.2071
F -2.5235 -3.2001 3.2675
*
```

Results
Energy in a.u.: -7398.84202
LUMO level in eV: -6.324
HOMO level in eV: -9.04
Frontier orbital gap in eV: 2.71



No. 2
The following is a quantum chemistry calculation of 13 unconnected molecules or ions with the total composition C44H76F16O14S10 in a non-equilibrium geometry, from OMol25.

ORCA input file:
```
! RIJCOSX wB97M-V def2-TZVPD def2/J DEFGRID3
* xyz 0 1
C -4.2375 -10.8231 11.2982
C -4.3345 -10.3737 9.8281
C -4.8958 -8.9445 9.7548
F -6.0629 -8.8815 10.4590
F -4.0085 -8.0636 10.2921
F -3.1714 -10.4095 9.1419
F -5.2034 -11.1811 9.1895
O -3.9032 -12.1771 11.4256
C -2.5712 -12.4547 11.7018
C -2.4050 -13.9682 11.7350
F -2.8338 -14.5202 10.5872
F -1.0989 -14.2710 11.9413
F -1.7749 -11.9240 10.7612
F -2.2198 -11.9182 12.8814
H -5.2853 -10.7423 11.5971
H -3.7558 -10.0858 11.9421
H -5.1128 -8.6566 8.7211
H -2.9897 -14.3666 12.5685
C -4.0280 -21.9606 11.1193
C -5.1123 -22.9007 11.6401
C -4.5622 -23.9369 12.6445
F -5.4955 -24.4482 13.4719
F -3.9087 -24.9166 11.9578
F -6.0308 -22.1330 12.3135
F -5.7728 -23.4990 10.6187
O -4.6236 -21.0339 10.2161
C -3.7836 -19.9871 9.8316
C -4.6426 -19.1730 8.8364
F -4.0573 -18.0349 8.3900
F -5.1351 -19.8616 7.7944
F -3.2922 -19.3266 10.8613
F -2.7484 -20.6004 9.1714
H -3.3375 -22.5697 10.5259
H -3.4442 -21.4762 11.9019
H -3.7742 -23.4681 13.2457
H -5.4978 -18.9592 9.5077
C 1.9245 -16.1323 11.2733
S 1.2789 -17.8402 11.2018
O 0.7183 -18.1723 12.5461
C -0.1994 -17.5248 10.1768
H 2.5139 -15.9378 10.3809
H 2.6109 -16.1462 12.1263
H 1.2033 -15.3787 11.5870
H -0.8665 -16.8778 10.7504
H -0.5701 -18.4928 9.8478
H -0.0634 -16.9211 9.2736
C -5.5168 -15.7668 10.0651
S -6.4580 -14.1729 10.0368
O -6.5628 -13.7092 8.6126
C -8.0411 -14.8449 10.5325
H -4.6888 -15.4804 9.4238
H -6.0761 -16.5706 9.5878
H -5.3415 -15.9984 11.1126
H -8.0858 -15.0314 11.6048
H -8.2223 -15.7414 9.9385
H -8.8550 -14.1616 10.2872
C 1.5866 -14.3999 16.4260
S 1.9854 -13.1359 15.1485
O 2.5117 -13.8559 13.9296
C 0.2550 -12.7821 14.7295
H 2.5261 -14.7305 16.8586
H 1.0386 -15.2030 15.9352
H 0.9309 -13.9163 17.1491
H -0.0825 -13.6472 14.1542
H 0.1864 -11.9797 13.9934
H -0.4998 -12.6098 15.4921
C -1.0951 -16.8414 14.5668
S -2.7908 -17.3451 14.0920
O -3.1302 -16.6632 12.8026
C -2.4999 -19.1014 13.6815
H -1.1282 -16.3329 15.5263
H -0.8225 -16.0742 13.8441
H -0.4222 -17.6905 14.6017
H -3.3301 -19.7711 13.8971
H -1.7170 -19.4725 14.3571
H -1.9408 -19.2596 12.7632
C 0.3225 -21.0078 12.7188
S -0.1690 -22.7442 12.5297
O -1.6022 -22.8356 13.0051
C -0.3379 -22.6548 10.7611
H 0.4078 -20.7578 13.7745
H -0.2990 -20.3183 12.1514
H 1.2718 -20.7217 12.2533
H -0.9705 -21.8713 10.3443
H -0.7935 -23.6220 10.5319
H 0.6181 -22.5682 10.2407
C -9.0243 -18.9386 13.0552
S -7.4683 -19.1523 12.1065
O -7.7315 -18.3469 10.8599
C -6.4656 -18.0756 13.1903
H -8.8455 -19.2234 14.0936
H -9.8367 -19.5343 12.6416
H -9.3624 -17.9026 13.0297
H -6.6249 -18.3330 14.2403
H -6.4242 -17.0133 12.9768
H -5.4703 -18.5153 13.0506
C -3.7047 -13.0240 17.3230
S -3.6378 -13.5565 15.5738
O -2.3652 -14.2860 15.3059
C -4.9354 -14.8305 15.6418
H -4.6964 -12.5758 17.3600
H -2.8419 -12.4111 17.5591
H -3.6915 -13.9171 17.9499
H -5.7788 -14.3335 16.1343
H -4.7019 -15.6387 16.3403
H -5.2630 -15.2858 14.7119
C 2.7035 -18.4747 14.8930
S 4.0561 -17.8158 15.9358
O 5.2494 -18.7600 15.8513
C 4.5413 -16.4664 14.7951
H 2.9844 -18.9787 13.9716
H 1.9959 -17.6684 14.6973
H 2.1427 -19.1840 15.5056
H 5.5530 -16.1597 15.0530
H 3.8647 -15.6140 14.8267
H 4.5867 -16.8956 13.7944
C -6.6496 -21.7569 15.2126
S -5.1337 -21.8836 16.1738
O -3.9918 -21.5639 15.2455
C -5.4495 -20.2670 16.9396
H -7.5287 -21.8812 15.8486
H -6.8003 -22.5883 14.5217
H -6.6526 -20.8775 14.5700
H -5.1915 -19.4542 16.2605
H -4.8404 -20.1543 17.8375
H -6.4984 -20.1810 17.2226
C -1.8644 -16.3290 18.2169
S -0.4943 -17.2810 18.9450
O 0.5958 -17.4068 17.9173
C 0.1336 -16.0724 20.1641
H -2.7523 -16.5703 18.8032
H -2.0551 -16.9071 17.3106
H -1.5301 -15.3109 18.0559
H 0.2830 -16.5328 21.1398
H -0.4997 -15.1944 20.3159
H 1.0948 -15.6592 19.8561
C 1.8872 -25.2010 22.3316
C 2.0675 -26.1167 21.2953
C 1.7123 -25.7105 20.0088
C 1.2401 -24.4313 19.7214
C 1.0722 -23.5379 20.7869
C 1.3876 -23.9423 22.0819
C 0.4324 -22.2216 20.5865
O 0.3380 -21.4044 21.4750
C -0.0636 -21.9170 19.1881
C -0.8017 -20.7702 19.0245
C -1.3019 -20.3963 17.7656
C -1.0407 -21.2471 16.6941
C -0.2582 -22.3727 16.8497
C 0.2046 -22.7604 18.1019
C 0.8327 -24.0991 18.3525
O 0.8404 -24.8985 17.4382
H 2.2888 -25.4254 23.3126
H 2.5375 -27.0830 21.3977
H 1.9719 -26.4022 19.2171
H 1.3226 -23.2356 22.8974
H -1.0256 -20.0971 19.8411
H -1.9721 -19.5500 17.7076
H -1.5468 -21.0548 15.7569
H -0.2218 -23.1092 16.0552
*
```

Results
Energy in a.u.: -8354.93215
LUMO level in eV: -0.902
HOMO level in eV: -8.39
Frontier orbital gap in eV: 7.49



No. 3
The following is a quantum chemistry calculation of 11 unconnected molecules or ions with the total composition C44H78O16 in a non-equilibrium geometry, from OMol25.

ORCA input file:
```
! RIJCOSX wB97M-V def2-TZVPD def2/J DEFGRID3
* xyz 0 1
C 2.7679 -5.2708 2.3351
C 1.3476 -5.0984 2.8596
C 0.5088 -4.9504 1.5813
O 1.3338 -5.4404 0.5087
C 2.4877 -6.0704 1.0689
H 3.4102 -5.8109 3.0305
H 3.2523 -4.3331 2.0670
H 1.2675 -4.2472 3.5360
H 0.9952 -5.9732 3.4104
H 0.2366 -3.9037 1.4403
H -0.3774 -5.5871 1.5474
H 3.2494 -6.0308 0.2933
H 2.2939 -7.1153 1.3477
C -2.6048 4.2466 -5.6811
C -1.1167 4.1051 -5.3565
C -1.1426 2.7775 -4.6162
O -2.3078 2.8441 -3.8107
C -3.3090 3.6048 -4.4745
H -2.8328 3.6185 -6.5487
H -2.9596 5.2397 -5.9530
H -0.7320 4.9119 -4.7367
H -0.5744 4.0347 -6.3006
H -0.2646 2.6241 -3.9879
H -1.1899 1.9084 -5.2850
H -3.7282 4.3369 -3.7807
H -4.1228 2.9390 -4.7797
C 2.6947 3.2863 1.1998
C 1.7812 3.7909 0.0773
C 0.6333 4.4835 0.8556
O 0.7710 4.0924 2.2099
C 1.6533 2.9687 2.2655
H 3.3209 4.0800 1.6037
H 3.2264 2.3783 0.9226
H 1.4217 2.9200 -0.4742
H 2.2766 4.4643 -0.6190
H -0.3244 4.1617 0.4274
H 0.6979 5.5691 0.7819
H 1.1231 2.0249 2.0762
H 2.0116 2.9759 3.2953
C -1.6842 3.7500 4.5225
C -2.4431 3.1897 3.3257
C -2.8655 1.7701 3.7957
O -1.9133 1.4277 4.7550
C -1.3640 2.5295 5.4340
H -2.3390 4.4478 5.0625
H -0.8390 4.3901 4.2795
H -1.7597 3.1769 2.4717
H -3.3196 3.7445 2.9899
H -2.7163 1.1087 2.9413
H -3.9103 1.7993 4.1182
H -0.2840 2.4494 5.5500
H -1.8495 2.6844 6.4003
C 1.1962 0.1993 -5.5378
C 1.3895 0.7428 -6.9527
C 2.8088 0.2658 -7.2232
O 2.7578 -1.0942 -6.8170
C 1.9480 -1.1584 -5.6597
H 0.1263 0.0387 -5.3923
H 1.5579 0.8656 -4.7603
H 1.2957 1.8271 -7.0344
H 0.7285 0.2401 -7.6581
H 3.5347 0.8053 -6.5967
H 3.1291 0.3749 -8.2578
H 2.5554 -1.2847 -4.7562
H 1.2520 -1.9965 -5.6814
C -4.4777 -1.4606 -5.3047
C -3.1763 -0.9521 -4.7004
C -3.6410 -0.3783 -3.3538
O -5.0804 -0.4368 -3.3509
C -5.4772 -0.4819 -4.7024
H -4.7699 -2.4101 -4.8483
H -4.4809 -1.5982 -6.3840
H -2.7372 -0.1602 -5.3096
H -2.4271 -1.7419 -4.6288
H -3.3835 0.6866 -3.3164
H -3.2502 -0.8374 -2.4469
H -5.4938 0.5145 -5.1738
H -6.5038 -0.8413 -4.8074
O 6.0317 -2.8572 3.2839
C 5.3937 -1.8770 3.0429
O 5.5720 -0.7168 3.7364
C 4.7825 0.3524 3.2037
C 4.2157 -0.1527 1.8833
C 4.3447 -1.6610 1.9819
H 5.3936 1.2463 3.1152
H 3.9603 0.5355 3.9011
H 4.6897 0.2068 0.9654
H 3.1773 0.1282 1.6843
H 4.5749 -2.1868 1.0607
H 3.3955 -2.0899 2.3225
O 0.2632 -1.7646 3.9145
C -0.1568 -1.5740 5.0208
O -1.4636 -1.8018 5.2565
C -1.8708 -1.6071 6.5915
C -0.6631 -0.8335 7.2059
C 0.5135 -1.1018 6.2858
H -1.9432 -2.5593 7.1162
H -2.6994 -0.9259 6.7429
H -0.4839 -0.9619 8.2707
H -0.9521 0.2161 7.0964
H 1.1902 -1.8902 6.6303
H 1.1704 -0.2482 6.1348
O 0.6788 0.7602 -2.3388
C 0.2755 0.4103 -1.2644
O 0.9516 -0.4644 -0.5018
C 0.2318 -0.7616 0.7193
C -1.2016 -0.3271 0.4467
C -1.0403 0.7519 -0.6196
H 0.6740 -0.2045 1.5475
H 0.3941 -1.8148 0.9229
H -1.6751 -0.0348 1.3853
H -1.8408 -1.1487 0.1117
H -1.0347 1.7371 -0.1422
H -1.8559 0.8009 -1.3371
O 6.4231 -1.6808 -0.7157
C 5.6915 -1.0458 -1.4126
O 4.3346 -1.1409 -1.3104
C 3.7292 -0.2396 -2.2452
C 4.7842 0.0876 -3.2713
C 6.0819 -0.0021 -2.4407
H 3.2943 0.6314 -1.7476
H 2.8510 -0.6983 -2.6991
H 4.5940 1.0113 -3.8201
H 4.8511 -0.6478 -4.0796
H 6.3082 0.9437 -1.9520
H 6.8964 -0.3794 -3.0491
O -6.8031 -1.9877 4.9094
C -6.1115 -2.0569 3.9361
O -6.5553 -2.6135 2.7904
C -5.6712 -2.3091 1.6850
C -4.3539 -1.7836 2.2936
C -4.6895 -1.5993 3.7642
H -6.2143 -1.5120 1.1748
H -5.5208 -3.1600 1.0300
H -4.0535 -0.8627 1.8006
H -3.5811 -2.5399 2.1667
H -4.5320 -0.5707 4.0889
H -4.0158 -2.1759 4.3983
*
```

Results
SMILES: O=C1CCCO1.O=C1CCCO1.O=C1CCCO1.O=C1CCCO1.O=C1CCCO1.C1CCOC1.C1CCOC1.C1CCOC1.C1CCOC1.C1CCOC1.C1CCOC1
Energy in a.u.: -2927.11778
Relative energy (zero: lowest compared OMol25 entry of this formula, charge and spin) in kcal/mol: 16.0
LUMO level in eV: 0.318
HOMO level in eV: -9.33
Frontier orbital gap in eV: 9.65